DFT (ωB97M-V/def2-TZVPD) results for a 2-piece molecular cluster, C5H13BrO2Si overall.

largest force on an atom	2.19	eV/A
E_HOMO (alpha / beta)	-7.92 / -6.60	eV
total charge	0

```
22
Properties=species:S:1:pos:R:3:mulliken_charge:R:1
C 0.7989 -1.7441 0.6566 -1.1529
C 1.7178 0.4379 -2.1442 -0.6528
C -1.7173 2.6137 1.1256 -0.5796
C 0.3032 -0.3796 1.1315 -0.4473
C -2.8903 -1.3260 -0.8058 -0.6852
O 0.7560 1.1766 -1.4569 -0.2994
O -0.7336 2.2625 0.1953 -0.2039
Si -0.2454 0.8059 -0.2604 0.2053
Br -4.3830 -0.4874 0.0178 -0.1696
H 1.6784 -1.6449 0.0250 0.2947
H 1.0644 -2.3670 1.5079 0.3617
H 0.0256 -2.2518 0.0874 0.2566
H 1.3230 -0.5306 -2.4580 0.3226
H 2.5985 0.2761 -1.5177 0.2811
H 2.0091 1.0117 -3.0250 0.2406
H -1.5093 2.1685 2.1005 0.2781
H -2.6998 2.2811 0.7917 0.2321
H -1.7126 3.6998 1.2160 0.2506
H 1.0989 0.1095 1.7023 0.4346
H -0.5291 -0.5342 1.8181 0.4041
H -2.6399 -2.2479 -0.3057 0.2686
H -3.0196 -1.3983 -1.8738 0.3598
```